# 1
{
  "formula": "C23H42CaF6O21P",
  "method": "wB97M-V/def2-TZVPD",
  "species": ["Ca", "P", "F", "F", "F", "F", "F", "F", "C", "C", "C", "O", "C", "O", "O", "H", "H", "H", "H", "H", "H", "C", "C", "C", "O", "C", "O", "O", "H", "H", "H", "H", "H", "H", "C", "O", "C", "O", "O", "C", "H", "H", "H", "H", "H", "H", "C", "O", "C", "O", "O", "C", "H", "H", "H", "H", "H", "H", "C", "O", "C", "O", "O", "C", "H", "H", "H", "H", "H", "H", "C", "O", "C", "O", "O", "C", "H", "H", "H", "H", "H", "H", "C", "O", "C", "O", "O", "C", "H", "H", "H", "H", "H", "H"],
  "xyz": [[-1.415368, 0.152293, -0.025471], [-2.106628, -1.333627, -2.422371], [-2.136038, -1.850767, -0.868101], [-3.554228, -2.185867, -2.666521], [-2.915288, -0.039077, -1.715391], [-2.173428, -0.638857, -3.900321], [-0.705428, -0.525267, -2.128381], [-1.170948, -2.580307, -2.873811], [0.139652, -4.475117, 4.434079], [0.143632, -3.134317, 5.135259], [1.510812, -2.499507, 5.079749], [1.424852, -1.571847, 4.055049], [0.154952, -1.451847, 3.623599], [-0.312958, -0.802527, 2.694699], [-0.648088, -2.268147, 4.364849], [-0.811178, -4.962897, 4.219409], [0.711002, -5.242067, 4.957009], [0.690192, -4.367707, 3.499479], [-0.283638, -3.230797, 6.133379], [2.170672, -3.351687, 4.917109], [1.617312, -2.043417, 6.063999], [4.107132, 2.535033, 1.065699], [3.201832, 2.470113, 2.266659], [2.522392, 3.829483, 2.545749], [1.163682, 3.594513, 2.437859], [0.953082, 2.292443, 2.034879], [-0.121758, 1.794673, 1.624999], [2.098782, 1.584673, 1.997429], [3.584812, 2.774813, 0.139529], [4.519762, 1.563893, 0.792339], [4.964682, 3.204553, 1.132279], [3.704852, 1.956463, 3.085939], [2.963482, 4.694333, 2.050209], [2.630362, 4.086913, 3.599399], [1.898092, 4.478553, -1.607561], [0.881782, 3.618063, -1.010731], [0.174332, 2.694043, -1.770011], [-0.713438, 1.962913, -1.304981], [0.642712, 2.672563, -2.965781], [-0.117798, 1.946533, -3.954941], [2.674522, 3.844513, -2.035651], [2.315002, 5.043943, -0.774121], [1.486482, 5.250503, -2.257761], [0.001302, 2.217263, -5.004041], [-1.137228, 2.229643, -3.692841], [0.158752, 0.892303, -3.940231], [-5.595168, 1.341253, -0.085771], [-4.950768, 2.600163, -0.070081], [-3.690888, 2.758973, 0.267539], [-2.903148, 1.878043, 0.617679], [-3.382348, 4.079123, 0.273079], [-2.305098, 4.682823, 0.975449], [-5.663368, 0.873463, 0.896379], [-5.202778, 0.608953, -0.791361], [-6.609488, 1.705543, -0.248731], [-2.263298, 4.447283, 2.038879], [-2.351678, 5.765763, 0.860759], [-1.351488, 4.348653, 0.566709], [-4.816168, -2.717657, 0.360049], [-4.750018, -2.333067, 1.693569], [-3.961768, -1.369147, 2.125019], [-3.014438, -0.818767, 1.485659], [-4.262728, -1.245217, 3.471379], [-3.451488, -0.420307, 4.253169], [-5.170958, -1.993137, -0.372951], [-5.413758, -3.625047, 0.447389], [-3.902778, -3.131217, -0.067481], [-2.438488, -0.785687, 4.421749], [-3.874248, -0.421847, 5.257839], [-3.452478, 0.580313, 3.820879], [3.124162, 0.022783, -7.326261], [2.724272, -0.641137, -6.125001], [3.460092, -1.661707, -5.755161], [4.594302, -1.957117, -6.202021], [2.892262, -2.358727, -4.732001], [1.589832, -2.049277, -4.095701], [3.838802, -0.589607, -7.876131], [3.644552, 0.980303, -7.347451], [2.224822, 0.228723, -7.906661], [1.183942, -2.801727, -3.419551], [0.726382, -1.979107, -4.757241], [1.817042, -1.127357, -3.560401], [3.913192, -1.318747, -0.890801], [2.600152, -0.863357, -0.525421], [1.604842, -1.522977, -0.108141], [0.463982, -1.090907, 0.125199], [2.051372, -2.788387, 0.201409], [1.230292, -3.811567, 0.846999], [4.471902, -1.688877, -0.031171], [4.593232, -0.501147, -1.129931], [3.964772, -2.006567, -1.734801], [1.181622, -4.682327, 0.193169], [0.247322, -3.441917, 1.138959], [1.748212, -3.987937, 1.789739]],
  "forces_ev_per_angstrom": [[0.233, 1.231, 2.331], [-1.706, -1.382, -1.810], [0.789, -1.099, -0.302], [2.447, 1.608, 0.151], [-0.323, 0.049, -1.502], [-0.128, -0.968, 1.616], [-0.342, -0.086, -0.186], [-1.264, 0.654, 0.041], [0.597, -0.991, -0.309], [-0.979, -1.710, -0.148], [-0.799, -1.285, 2.172], [0.312, 1.158, -1.555], [-2.355, 0.287, -1.691], [2.020, -1.201, 2.533], [-0.234, 1.238, -0.552], [-0.258, 0.580, 0.121], [0.118, 0.163, 0.467], [-0.222, 0.076, -0.223], [0.090, 0.278, 0.006], [0.798, 0.779, -0.235], [0.923, 0.415, -0.282], [0.436, -0.743, -1.237], [0.483, -0.090, -0.560], [1.754, -0.346, 2.797], [-2.113, -1.744, -1.614], [-2.602, -1.447, -2.269], [3.268, 2.328, 1.834], [-0.884, 1.044, 0.008], [-0.449, 0.490, 0.188], [0.108, -0.264, 0.502], [-0.187, 0.171, 0.455], [0.148, 0.742, 0.314], [-0.622, -0.246, -0.923], [0.484, 0.017, 0.196], [-0.193, -0.319, 0.594], [-1.376, -1.012, -0.303], [0.246, 0.072, 2.397], [1.919, 2.279, -0.836], [0.788, 0.330, -2.058], [-0.978, -0.398, -0.050], [-0.124, 0.348, -0.344], [-0.027, -0.321, 0.189], [-0.141, -0.556, -0.419], [0.870, 0.984, 0.396], [-0.253, -1.064, -0.275], [-0.540, 0.045, 0.548], [-1.054, -0.176, 0.624], [1.150, 1.001, -0.177], [1.843, 0.351, 1.460], [-1.247, 0.900, -0.647], [-1.685, -0.702, -0.472], [1.348, -0.612, 0.110], [0.588, 0.137, 0.249], [-0.024, 0.439, -0.244], [-0.090, -0.796, -0.678], [-0.469, -0.202, -0.014], [-0.492, -0.219, -0.205], [0.023, -0.095, -0.112], [0.280, -1.946, -1.559], [0.212, 1.518, 1.096], [2.622, 0.235, 0.397], [-3.463, -1.421, 2.304], [0.230, -0.695, -2.885], [0.637, 1.016, 0.903], [-0.343, 0.193, 0.498], [-0.651, 0.407, -0.539], [0.517, 0.508, 0.477], [-0.025, -0.112, -0.704], [-0.426, 0.205, -0.222], [0.248, 0.084, 0.254], [0.217, -0.035, -1.779], [-0.348, 1.222, -0.284], [3.136, -1.634, 0.295], [-3.821, 0.775, 1.459], [-0.401, -0.701, -0.189], [0.610, 0.911, -0.606], [-0.454, -0.395, -0.040], [-0.005, 0.195, 1.601], [-0.070, -0.461, 0.068], [1.318, -0.493, 0.143], [0.512, 0.591, -0.664], [-0.724, 0.074, 0.096], [1.306, -0.428, 0.585], [1.284, 3.073, -1.758], [-1.883, -3.050, 2.461], [3.036, -1.068, -0.812], [-1.231, 0.443, -0.320], [0.268, 1.160, 0.238], [-0.668, -0.759, 0.183], [-1.016, 0.778, -0.402], [-0.594, -0.134, 0.243], [0.025, 0.156, 0.182], [-0.114, 0.144, -0.514], [0.153, -0.476, -0.274]],
  "orbital_gap_ev": 10.6,
  "total_energy_ha": -4099.93655,
  "mol_weight_g_mol": 839.61,
  "total_charge": 1
}

# 2
{
  "formula": "C23H42Cl3EuN4O3SSi",
  "method": "wB97M-V/def2-TZVPD",
  "species": ["C", "C", "H", "H", "H", "C", "C", "H", "H", "H", "H", "Eu", "Cl", "Cl", "C", "O", "N", "C", "C", "H", "H", "H", "H", "H", "H", "H", "H", "H", "C", "C", "N", "H", "C", "O", "H", "H", "H", "H", "O", "C", "C", "C", "H", "C", "H", "C", "H", "C", "C", "H", "H", "H", "Si", "Cl", "C", "C", "C", "H", "H", "H", "H", "H", "H", "H", "H", "H", "S", "C", "N", "C", "C", "N", "H", "H", "H", "H", "H", "H"],
  "xyz": [[-1.814705, 3.919094, 1.195287], [-0.882178, 4.508589, 0.184217], [-1.504231, 4.202853, 2.213583], [-1.836953, 2.821938, 1.093917], [-2.844571, 4.295703, 1.060823], [-0.412775, 5.770512, 0.265294], [-0.767053, 6.735891, 1.338075], [0.256851, 6.136680, -0.503787], [-0.596836, 6.364820, 2.351731], [-1.805860, 7.072597, 1.286825], [-0.152498, 7.626539, 1.211676], [-1.294010, -2.125383, 0.539234], [-3.096337, -3.890655, -0.438344], [-2.481365, 0.019422, -0.617653], [-0.272910, -2.987330, -2.420717], [0.202079, -2.901871, -1.261931], [0.413011, -2.948320, -3.573870], [1.870010, -2.923369, -3.642016], [-0.291299, -2.442972, -4.750923], [-1.353204, -3.087855, -2.587006], [2.293636, -3.714034, -3.013751], [2.280433, -1.943743, -3.341386], [2.133891, -3.100895, -4.695312], [-1.331885, -2.786769, -4.680510], [0.189478, -2.827628, -5.663765], [-0.287869, -1.333357, -4.805008], [-0.781735, -1.639730, 5.673942], [-0.197729, 0.497785, 3.571127], [0.319582, -1.650451, 5.605669], [0.767942, 0.175337, 3.973724], [0.754019, -1.268853, 4.255219], [0.698228, -2.653674, 5.854049], [0.594768, -2.142630, 3.243263], [0.725371, -1.875840, 2.030404], [1.564557, 0.407226, 3.268366], [0.243409, -3.154904, 3.516340], [0.729140, -0.921195, 6.313427], [0.949927, 0.680679, 4.921531], [0.201625, 2.442250, -0.321355], [-0.472959, 3.545433, -0.930184], [1.631352, 4.659726, -1.896431], [0.329282, 4.186096, -2.081693], [2.066652, 4.660373, -0.895822], [2.342178, 5.173439, -2.987245], [-1.435242, 3.139719, -1.300650], [-0.299645, 4.321373, -3.325720], [3.362096, 5.521785, -2.841130], [1.722298, 5.303388, -4.234214], [0.394298, 4.892852, -4.396431], [-1.349389, 4.026418, -3.407981], [2.259363, 5.745985, -5.078273], [-0.127745, 5.061728, -5.340416], [1.341830, 1.382986, -0.978275], [-2.277475, -1.525992, 3.051801], [3.068898, 2.005271, -0.726547], [1.018554, 1.034525, -2.804891], [1.079139, -0.135345, 0.001888], [3.365126, 2.804059, -1.418206], [3.770408, 1.165256, -0.851254], [3.175907, 2.382297, 0.298974], [1.295563, 0.030819, 1.068892], [1.577594, -1.051096, -0.362404], [-0.024581, -0.201751, -0.144675], [1.076045, 1.941502, -3.424056], [0.031564, 0.568808, -2.955093], [1.797237, 0.328830, -3.136683], [0.172038, -4.925753, 1.560470], [-1.029008, -5.970093, 2.105230], [-2.335227, -6.057687, 1.713042], [-3.140106, -6.871916, 2.611372], [-2.095053, -7.520734, 3.528767], [-0.878302, -6.822372, 3.152032], [-2.734051, -5.391823, 1.013051], [-3.743151, -7.622567, 2.093507], [-3.817679, -6.218576, 3.173315], [-1.998416, -8.594398, 3.331651], [-2.332624, -7.357717, 4.581584], [0.031274, -6.971305, 3.582306]],
  "forces_ev_per_angstrom": [[-0.260, -0.164, 0.253], [0.926, 0.846, -0.275], [-0.138, -0.233, -0.256], [-0.024, 0.407, 0.201], [0.326, -0.124, -0.002], [-0.454, -1.317, -0.303], [0.056, 0.615, 0.195], [-0.092, -0.044, 0.003], [-0.022, -0.143, -0.064], [-0.055, -0.126, -0.019], [-0.018, 0.102, 0.166], [-0.352, -0.044, 0.867], [0.378, 0.505, 0.055], [0.537, -0.828, 0.205], [0.312, 0.319, 0.272], [-0.475, -0.145, -1.152], [0.113, 0.351, 0.420], [0.134, 0.202, 0.029], [-0.339, -0.010, -0.219], [0.000, 0.103, 0.199], [-0.117, 0.250, -0.090], [-0.154, -0.371, -0.039], [0.055, -0.012, 0.464], [0.261, 0.163, -0.296], [-0.323, 0.004, 0.375], [0.101, -0.588, 0.178], [0.367, 0.002, -0.029], [0.086, -0.100, -0.020], [-0.103, -0.213, -0.171], [0.108, -0.408, 0.015], [-0.226, -0.240, -0.540], [-0.165, 0.381, -0.085], [-0.650, 0.189, 0.298], [-0.223, -0.039, 0.694], [-0.057, 0.044, 0.040], [0.508, 0.289, 0.254], [-0.044, -0.303, -0.133], [0.075, 0.091, -0.177], [0.807, -0.194, -0.335], [-0.104, 0.229, -0.021], [-0.116, 0.005, -0.411], [-0.768, -0.180, 0.413], [-0.047, -0.179, -0.342], [-0.353, 0.102, 0.112], [0.421, 0.138, -0.329], [0.435, 0.287, 0.176], [-0.152, -0.036, -0.077], [-0.109, -0.157, 0.044], [-0.145, 0.099, 0.193], [0.389, -0.003, -0.146], [-0.156, -0.179, 0.333], [0.258, -0.136, 0.201], [-0.736, 1.097, -0.537], [0.139, -0.365, -0.826], [0.540, 0.080, -0.019], [0.062, -0.033, 0.088], [-0.353, -0.329, 0.157], [-0.070, -0.276, 0.164], [-0.110, 0.202, 0.052], [0.025, -0.062, -0.147], [-0.137, -0.144, -0.624], [-0.173, 0.495, 0.242], [0.546, 0.054, 0.191], [0.043, -0.317, 0.148], [0.227, 0.131, 0.092], [-0.192, 0.159, -0.059], [-0.332, -0.011, -0.329], [-1.676, -0.287, 0.577], [1.016, 0.549, -0.590], [-0.259, 0.327, 0.073], [0.151, -0.226, -0.065], [0.784, 0.214, -0.048], [0.473, -0.626, 0.668], [0.136, 0.176, -0.098], [0.032, -0.159, -0.025], [-0.056, 0.116, 0.126], [0.060, -0.125, -0.051], [-0.552, 0.151, -0.283]],
  "orbital_gap_ev": [7.1, 9.0],
  "total_energy_ha": -4125.19033,
  "s_squared": 12.013,
  "mol_weight_g_mol": 741.09,
  "spin_multiplicity": 7
}